A 9-piece molecular cluster, C21H60O9 overall, computed with ωB97M-V/def2-TZVPD.

Atoms and positions in Å:
O (-4.22, -3.59, -0.21)
H (-4.87, -3.39, 0.46)
H (-3.75, -2.77, -0.35)
O (2.81, -3.12, -1.28)
H (3.16, -2.98, -2.16)
H (1.96, -3.55, -1.42)
C (3.87, -1.12, 3.04)
C (4.31, -2.09, 1.98)
C (3.44, -3.32, 2.06)
O (4.06, -1.56, 0.70)
H (4.00, -1.51, 4.05)
H (2.80, -0.99, 2.91)
H (4.43, -0.19, 3.07)
H (5.31, -2.51, 1.95)
H (2.37, -3.13, 1.97)
H (3.66, -3.87, 2.97)
H (3.63, -3.98, 1.21)
H (3.75, -2.28, 0.16)
C (-0.23, 0.64, -0.47)
C (-0.12, -0.82, -0.16)
C (-0.25, -1.22, 1.34)
O (-1.10, -1.48, -0.88)
H (-1.27, 0.91, -0.65)
H (0.24, 0.94, -1.40)
H (0.27, 1.21, 0.31)
H (0.81, -1.13, -0.62)
H (-0.11, -2.28, 1.57)
H (-1.18, -1.08, 1.89)
H (0.45, -0.66, 1.97)
H (-0.88, -2.42, -0.86)
C (-2.72, 4.94, -4.18)
C (-1.37, 4.59, -3.63)
C (-1.47, 3.48, -2.53)
O (-0.55, 4.02, -4.57)
H (-3.12, 4.18, -4.84)
H (-2.63, 5.91, -4.68)
H (-3.21, 5.04, -3.21)
H (-0.88, 5.49, -3.27)
H (-2.48, 3.34, -2.15)
H (-0.82, 3.79, -1.70)
H (-1.06, 2.49, -2.73)
H (-0.65, 4.56, -5.36)
C (-0.04, 0.44, 5.52)
C (0.75, 0.75, 6.79)
C (1.76, -0.30, 7.17)
O (1.43, 1.95, 6.57)
H (-0.57, 1.28, 5.09)
H (-0.76, -0.38, 5.59)
H (0.73, 0.28, 4.76)
H (0.03, 0.82, 7.61)
H (1.28, -1.27, 7.05)
H (1.97, -0.10, 8.22)
H (2.61, -0.22, 6.50)
H (0.89, 2.69, 6.84)
C (-0.42, -3.57, -3.83)
C (-0.99, -4.29, -2.63)
C (-1.59, -5.63, -3.06)
O (0.02, -4.52, -1.64)
H (0.14, -2.67, -3.57)
H (-1.12, -3.49, -4.67)
H (0.42, -4.16, -4.21)
H (-1.70, -3.67, -2.07)
H (-1.64, -6.38, -2.27)
H (-0.90, -6.12, -3.76)
H (-2.54, -5.57, -3.58)
H (0.19, -5.47, -1.62)
C (-2.24, 0.40, -4.43)
C (-3.77, 0.20, -4.26)
C (-4.31, 1.36, -3.41)
O (-4.34, 0.11, -5.52)
H (-1.63, -0.27, -5.03)
H (-1.83, 0.33, -3.42)
H (-2.10, 1.46, -4.64)
H (-3.88, -0.78, -3.78)
H (-5.24, 0.96, -3.00)
H (-4.49, 2.22, -4.05)
H (-3.73, 1.53, -2.51)
H (-4.18, -0.80, -5.78)
C (2.38, 4.96, 2.84)
C (2.55, 3.50, 2.56)
C (1.18, 2.84, 2.17)
O (3.34, 3.43, 1.45)
H (1.69, 5.13, 3.67)
H (1.93, 5.51, 2.01)
H (3.38, 5.32, 3.06)
H (3.00, 3.04, 3.44)
H (0.42, 3.17, 2.88)
H (1.17, 1.75, 2.19)
H (0.77, 3.18, 1.22)
H (3.59, 2.53, 1.24)

Output
Kohn-Sham gap (alpha / beta)	1.48 / 9.46	eV
2S+1	2
total charge	-1
HOMO energy (alpha / beta)	0.68 / -7.36	eV
⟨S²⟩	0.7504
LUMO (alpha / beta)	2.2 / 2.1	eV
F_max	3.063	eV Å⁻¹

***

A 9-piece molecular cluster, C21H60O9 overall, computed with ωB97M-V/def2-TZVPD.

Atoms and positions in Å:
C (-1.02, -1.63, -3.85)
C (0.46, -1.37, -3.93)
C (0.68, -0.39, -5.03)
O (0.90, -0.68, -2.79)
H (-1.70, -0.79, -3.73)
H (-1.30, -2.31, -3.04)
H (-1.28, -2.21, -4.74)
H (1.01, -2.29, -4.08)
H (0.21, -0.72, -5.95)
H (1.76, -0.20, -5.09)
H (0.23, 0.55, -4.70)
H (1.41, 0.10, -3.03)
C (2.00, 3.17, 3.13)
C (0.90, 3.19, 4.21)
C (1.05, 4.28, 5.28)
O (-0.35, 3.40, 3.62)
H (1.85, 2.69, 2.17)
H (2.94, 2.82, 3.56)
H (2.25, 4.18, 2.78)
H (0.83, 2.21, 4.68)
H (0.98, 5.28, 4.84)
H (2.05, 4.36, 5.70)
H (0.39, 4.18, 6.14)
H (-1.00, 3.18, 4.28)
C (0.05, -1.03, 4.38)
C (0.79, -1.99, 3.40)
C (2.13, -2.48, 3.91)
O (0.06, -3.21, 3.26)
H (0.49, -0.04, 4.28)
H (0.06, -1.38, 5.41)
H (-1.01, -0.91, 4.12)
H (0.79, -1.59, 2.38)
H (2.12, -3.14, 4.77)
H (2.87, -1.72, 4.15)
H (2.64, -3.04, 3.12)
H (-0.41, -3.27, 2.43)
C (2.21, -4.51, -1.60)
C (2.25, -3.28, -0.67)
C (3.50, -2.41, -1.05)
O (1.16, -2.42, -0.66)
H (1.72, -4.36, -2.56)
H (1.61, -5.30, -1.15)
H (3.22, -4.81, -1.88)
H (2.42, -3.62, 0.36)
H (4.40, -3.03, -1.06)
H (3.72, -1.56, -0.41)
H (3.34, -1.92, -2.01)
H (1.19, -2.00, -1.52)
C (3.15, 1.82, -1.82)
C (2.34, 3.00, -2.42)
C (2.89, 3.84, -3.57)
O (1.06, 2.51, -2.76)
H (3.12, 1.09, -2.63)
H (2.68, 1.35, -0.96)
H (4.21, 2.05, -1.70)
H (2.12, 3.60, -1.54)
H (3.12, 3.09, -4.33)
H (3.82, 4.39, -3.41)
H (2.10, 4.50, -3.92)
H (0.60, 2.17, -1.99)
C (-4.83, 2.16, -0.74)
C (-4.51, 1.86, -2.17)
C (-3.02, 1.43, -2.25)
O (-5.36, 0.76, -2.62)
H (-5.01, 1.33, -0.05)
H (-5.71, 2.81, -0.72)
H (-4.07, 2.62, -0.11)
H (-4.62, 2.75, -2.80)
H (-2.91, 0.62, -1.53)
H (-2.28, 2.18, -1.97)
H (-2.85, 1.02, -3.25)
H (-6.26, 0.99, -2.39)
C (-4.13, -0.79, 2.66)
O (-4.14, 0.60, 2.80)
H (-4.76, -1.05, 1.81)
H (-3.12, -1.17, 2.51)
H (-4.63, -1.28, 3.50)
H (-4.87, 0.91, 2.25)
C (-1.24, -4.42, 0.13)
O (-1.31, -3.28, 0.92)
H (-2.06, -5.06, 0.46)
H (-1.35, -4.20, -0.93)
H (-0.36, -4.99, 0.44)
H (-0.69, -2.71, 0.46)
C (-0.74, 0.99, 0.81)
O (-0.09, 1.31, -0.44)
H (-0.32, 0.04, 1.16)
H (-0.61, 1.77, 1.56)
H (-1.82, 0.88, 0.74)
H (-0.15, 0.51, -0.98)

Output
Kohn-Sham gap (alpha / beta)	1.61 / 10.05	eV
2S+1	2
total charge	-1
HOMO energy (alpha / beta)	1.00 / -7.34	eV
⟨S²⟩	0.7504
LUMO (alpha / beta)	2.6 / 2.7	eV
F_max	3.085	eV Å⁻¹

***

A 9-piece molecular cluster, C21H60O9 overall, computed with ωB97M-V/def2-TZVPD.

Atoms and positions in Å:
C (-3.90, 3.25, 1.16)
C (-3.15, 2.17, 1.91)
O (-2.35, 2.52, 3.07)
H (-4.65, 2.72, 0.57)
H (-3.33, 4.01, 0.63)
H (-4.57, 3.79, 1.85)
H (-2.47, 1.81, 1.14)
H (-3.84, 1.36, 2.14)
H (-2.89, 2.85, 3.79)
C (4.21, -0.42, 3.42)
C (3.64, -1.77, 3.61)
O (3.76, -2.54, 2.41)
H (4.25, 0.21, 4.31)
H (3.66, 0.27, 2.78)
H (5.18, -0.45, 2.93)
H (2.59, -1.67, 3.88)
H (4.20, -2.34, 4.36)
H (3.54, -3.44, 2.65)
C (0.45, -0.22, 1.46)
C (-0.68, -0.86, 0.68)
O (-1.26, -1.79, 1.61)
H (1.21, 0.30, 0.88)
H (0.98, -1.06, 1.92)
H (0.12, 0.41, 2.28)
H (-0.30, -1.45, -0.16)
H (-1.38, -0.13, 0.27)
H (-2.05, -2.18, 1.25)
O (-0.19, -4.12, 2.51)
H (-0.44, -3.19, 2.56)
H (0.07, -4.24, 1.60)
C (-0.53, 2.89, -0.98)
C (0.41, 3.79, -1.76)
C (-0.31, 4.86, -2.56)
O (1.17, 4.51, -0.77)
H (-1.02, 3.42, -0.17)
H (0.08, 2.12, -0.50)
H (-1.33, 2.41, -1.55)
H (1.18, 3.25, -2.32)
H (-0.85, 4.39, -3.38)
H (0.51, 5.44, -2.99)
H (-0.94, 5.59, -2.06)
H (0.78, 4.43, 0.11)
C (1.72, 5.68, 3.25)
C (1.31, 4.20, 2.81)
C (1.19, 3.07, 3.88)
O (0.06, 4.23, 2.09)
H (2.64, 5.47, 3.80)
H (1.00, 6.11, 3.94)
H (1.89, 6.46, 2.50)
H (2.06, 4.02, 2.04)
H (0.38, 3.23, 4.59)
H (2.05, 3.04, 4.56)
H (1.11, 2.07, 3.45)
H (-0.60, 3.82, 2.64)
C (2.36, -2.43, -1.30)
C (2.37, -3.92, -1.14)
C (3.72, -4.55, -0.66)
O (1.50, -4.22, -0.08)
H (2.79, -2.31, -2.30)
H (2.95, -1.89, -0.55)
H (1.33, -2.07, -1.36)
H (2.02, -4.37, -2.06)
H (4.28, -4.11, 0.16)
H (4.50, -4.62, -1.42)
H (3.55, -5.58, -0.34)
H (2.06, -4.11, 0.69)
C (0.10, -0.82, -3.76)
C (-1.05, 0.04, -4.47)
C (-1.48, -0.59, -5.78)
O (-2.17, -0.01, -3.56)
H (0.30, -0.42, -2.77)
H (0.93, -0.85, -4.47)
H (-0.14, -1.88, -3.78)
H (-0.66, 1.05, -4.56)
H (-0.62, -0.39, -6.42)
H (-2.38, -0.18, -6.23)
H (-1.61, -1.67, -5.74)
H (-2.68, 0.81, -3.51)
C (-3.95, -2.65, -1.17)
C (-3.23, -3.97, -1.37)
C (-2.19, -3.87, -2.41)
O (-2.75, -4.41, -0.13)
H (-4.77, -2.70, -0.44)
H (-4.33, -2.33, -2.14)
H (-3.25, -1.89, -0.82)
H (-3.99, -4.65, -1.74)
H (-1.73, -4.82, -2.68)
H (-1.34, -3.25, -2.12)
H (-2.65, -3.54, -3.33)
H (-2.16, -5.15, -0.30)

Output
SMILES string	CC(C)O.CC(C)O.CC(C)O.CC(C)O.CC(C)O.CCO.CCO.CCO.O
Kohn-Sham gap	10.27	eV
total charge	0
HOMO energy	-9.76	eV
LUMO	0.5	eV
F_max	2.744	eV Å⁻¹

***

C21H61FN16O31Si2 as an isolated structure, computed with ωB97M-V/def2-TZVPD.

Atoms and positions in Å:
C (3.68, -0.69, -0.12)
C (2.64, 0.40, -0.12)
C (3.18, 1.76, -0.50)
N (1.43, 0.18, 0.23)
Si (0.14, 0.69, -0.80)
C (-0.69, -0.86, -1.47)
C (-0.95, -1.87, -0.35)
C (-1.44, -3.22, -0.89)
F (-1.91, -1.32, 0.51)
O (-1.02, 1.50, 0.09)
Si (-1.55, 3.02, -0.33)
H (4.33, -0.59, -0.98)
H (4.31, -0.56, 0.76)
H (3.22, -1.68, -0.09)
H (3.52, 1.76, -1.54)
H (4.08, 1.94, 0.11)
H (2.46, 2.55, -0.31)
H (0.62, 1.52, -1.92)
H (-1.67, -0.59, -1.88)
H (-0.08, -1.33, -2.24)
H (-0.03, -2.03, 0.21)
H (-0.54, -3.80, -1.09)
H (-1.98, -3.06, -1.82)
H (-2.05, -3.71, -0.14)
H (-1.17, 3.95, 0.76)
H (-1.03, 3.49, -1.61)
H (-3.03, 2.99, -0.35)
C (-4.51, -0.01, 0.83)
N (-5.56, 1.00, 0.48)
O (-6.47, 1.18, 1.26)
O (-5.43, 1.58, -0.58)
H (-4.76, -0.44, 1.79)
H (-4.52, -0.76, 0.05)
H (-3.56, 0.51, 0.85)
C (2.21, -6.43, -1.99)
N (1.80, -5.54, -0.87)
O (2.06, -4.36, -0.96)
O (1.23, -6.06, 0.07)
H (2.70, -5.81, -2.74)
H (2.88, -7.17, -1.59)
H (1.31, -6.89, -2.38)
C (-4.28, 4.49, -4.14)
N (-2.90, 4.21, -4.61)
O (-2.66, 4.29, -5.80)
O (-2.10, 3.91, -3.76)
H (-4.90, 4.74, -5.00)
H (-4.64, 3.59, -3.65)
H (-4.23, 5.31, -3.44)
C (-5.70, -3.22, 3.95)
N (-5.32, -3.52, 2.55)
O (-4.71, -4.54, 2.32)
O (-5.66, -2.71, 1.70)
H (-5.34, -4.03, 4.58)
H (-5.24, -2.28, 4.23)
H (-6.78, -3.14, 3.98)
C (3.49, 5.95, 1.65)
N (3.30, 5.17, 0.40)
O (4.27, 4.90, -0.27)
O (2.16, 4.83, 0.16)
H (4.54, 6.18, 1.77)
H (2.89, 6.86, 1.57)
H (3.11, 5.32, 2.44)
C (7.64, -0.92, 0.91)
N (7.47, -1.60, -0.40)
O (8.44, -1.74, -1.11)
O (6.35, -1.99, -0.68)
H (8.67, -0.63, 1.01)
H (6.98, -0.05, 0.91)
H (7.35, -1.63, 1.68)
C (6.25, -7.82, -4.16)
N (5.21, -8.03, -3.11)
O (4.38, -8.90, -3.29)
O (5.26, -7.31, -2.14)
H (6.07, -8.53, -4.96)
H (6.15, -6.80, -4.50)
H (7.21, -7.98, -3.69)
C (-1.96, 6.76, -8.07)
N (-3.13, 7.64, -8.33)
O (-4.01, 7.67, -7.50)
O (-3.12, 8.27, -9.37)
H (-2.11, 6.26, -7.12)
H (-1.91, 6.04, -8.89)
H (-1.08, 7.39, -8.06)
C (-9.39, -2.28, 1.45)
N (-9.15, -2.49, 2.91)
O (-9.82, -3.31, 3.49)
O (-8.28, -1.81, 3.41)
H (-10.18, -2.94, 1.14)
H (-9.67, -1.23, 1.32)
H (-8.46, -2.49, 0.94)
C (6.74, -4.35, 4.46)
N (7.66, -3.18, 4.50)
O (8.03, -2.70, 3.44)
O (8.00, -2.78, 5.59)
H (6.54, -4.59, 3.42)
H (7.24, -5.17, 4.96)
H (5.84, -4.07, 4.98)
C (5.95, 3.06, -3.02)
N (6.90, 2.07, -2.44)
O (6.91, 1.95, -1.23)
O (7.60, 1.46, -3.21)
H (5.40, 3.52, -2.20)
H (6.53, 3.79, -3.56)
H (5.29, 2.52, -3.69)
C (-7.12, 5.14, -0.53)
N (-5.97, 6.07, -0.72)
O (-5.90, 7.04, -0.01)
O (-5.17, 5.79, -1.59)
H (-7.73, 5.51, 0.27)
H (-7.66, 5.10, -1.47)
H (-6.70, 4.16, -0.29)
C (8.19, -8.93, 6.11)
N (7.31, -7.92, 5.47)
O (6.29, -7.61, 6.04)
O (7.69, -7.46, 4.41)
H (7.73, -9.24, 7.04)
H (8.29, -9.76, 5.42)
H (9.15, -8.46, 6.28)
C (-11.88, 4.60, 1.57)
N (-10.59, 4.39, 0.85)
O (-10.20, 3.26, 0.71)
O (-10.03, 5.39, 0.45)
H (-12.26, 3.63, 1.87)
H (-11.67, 5.22, 2.44)
H (-12.55, 5.11, 0.89)
C (1.47, 2.40, 3.91)
N (1.96, 3.52, 4.77)
O (1.57, 3.58, 5.91)
O (2.74, 4.31, 4.26)
H (0.80, 1.79, 4.50)
H (0.97, 2.85, 3.06)
H (2.34, 1.84, 3.59)

Output
Kohn-Sham gap	8.30	eV
total charge	0
HOMO energy	-8.48	eV
LUMO	-0.2	eV
F_max	1.097	eV Å⁻¹